# C45H54CaN2O6PS3SbSi3

A molecular structure, C45H54CaN2O6PS3SbSi3 (wB97M-V/def2-TZVPD, the Open Molecules 2025 dataset).

Its LUMO energy is 3.743 eV. The spin multiplicity is 1. Its energy above the lowest of the compared OMol25 structures with the same formula, charge and spin is 0.0 kcal per mole. For the HOMO energy, the calculation gives -0.0671 Ha. The net charge is -2. The calculation puts the orbital gap at 5.57 eV.

Each line ends with the Löwdin charge.
Geometry (Å):
Ca 0.02 -0.15 0.42  1.10
O -2.59 -1.34 -2.65  0.01
C -1.38 -1.18 -2.51  -0.66
O -0.79 -0.33 -1.78  -0.29
C -0.47 -2.04 -3.40  -0.11
C -1.11 -2.81 -4.37  -0.03
C -0.41 -3.64 -5.24  -0.09
C 0.97 -3.72 -5.13  -0.10
C 1.62 -2.97 -4.16  -0.11
C 0.93 -2.12 -3.29  -0.28
P 1.91 -1.17 -2.05  1.14
C 3.26 -2.38 -1.75  -0.37
C 2.93 -3.46 -0.93  -0.09
C 3.88 -4.43 -0.63  -0.09
C 5.17 -4.32 -1.13  -0.11
C 5.51 -3.24 -1.92  -0.11
C 4.56 -2.27 -2.23  -0.10
C 2.79 0.06 -3.09  -0.36
C 2.72 0.12 -4.48  -0.08
C 3.52 1.01 -5.19  -0.10
C 4.39 1.85 -4.52  -0.11
C 4.44 1.83 -3.13  -0.10
C 3.63 0.95 -2.42  -0.11
H -2.19 -2.74 -4.40  0.11
H -0.94 -4.22 -5.98  0.09
H 1.54 -4.36 -5.79  0.09
H 2.70 -3.05 -4.08  0.10
H 1.94 -3.54 -0.51  0.10
H 3.61 -5.25 0.02  0.10
H 5.91 -5.07 -0.88  0.09
H 6.52 -3.14 -2.31  0.09
H 4.84 -1.43 -2.86  0.10
H 2.05 -0.54 -5.02  0.10
H 3.45 1.05 -6.27  0.10
H 5.02 2.55 -5.07  0.09
H 5.09 2.51 -2.59  0.10
H 3.65 0.94 -1.34  0.07
O 2.15 1.88 3.06  -0.05
C 1.05 1.94 2.49  -0.67
O 0.86 1.75 1.24  -0.33
C -0.16 2.36 3.31  -0.16
C 0.13 3.24 4.35  -0.07
C -0.84 3.80 5.16  -0.13
C -2.17 3.44 4.94  -0.13
C -2.48 2.54 3.94  -0.18
C -1.51 1.97 3.08  -0.63
S -2.14 0.82 1.90  0.47
H 1.18 3.48 4.51  0.10
H -0.58 4.49 5.95  0.08
H -2.96 3.84 5.55  0.08
H -3.50 2.24 3.78  0.08
O -2.23 -4.09 1.04  0.06
C -1.39 -4.82 1.79  -0.27
C -1.83 -6.08 2.21  -0.03
C -1.02 -6.89 2.98  -0.12
C 0.25 -6.45 3.35  -0.12
C 0.68 -5.21 2.94  -0.04
C -0.12 -4.37 2.17  -0.07
C 0.38 -3.03 1.72  -0.46
O -0.37 -2.35 0.92  -0.21
N 1.55 -2.68 2.17  0.00
N 1.96 -1.44 1.67  -0.10
C 3.21 -1.27 1.85  -0.90
S 4.25 -2.53 2.54  0.90
C 5.79 -1.61 2.29  -0.55
C 5.59 -0.67 1.11  -0.53
S 4.04 0.22 1.40  0.94
H -1.75 -3.25 0.82  0.07
H -2.82 -6.39 1.91  0.11
H -1.38 -7.86 3.29  0.09
H 0.90 -7.08 3.95  0.08
H 1.66 -4.84 3.22  0.10
H 6.58 -2.33 2.09  0.06
H 6.04 -1.04 3.19  0.06
H 5.55 -1.24 0.18  0.05
H 6.40 0.07 1.05  0.07
C -3.53 4.06 0.90  -0.24
Si -3.09 4.05 -0.92  0.27
C -3.38 5.81 -1.55  -0.23
C -4.26 2.89 -1.83  -0.23
Sb -0.76 3.08 -1.30  0.95
Si -0.55 3.47 -3.81  0.27
C 1.26 3.75 -4.23  -0.23
C -1.50 4.89 -4.62  -0.24
C -1.10 1.88 -4.65  -0.23
Si 0.72 4.99 -0.51  0.28
C 0.61 6.58 -1.53  -0.23
C 0.35 5.45 1.27  -0.20
C 2.50 4.36 -0.56  -0.22
H -4.56 4.42 1.00  0.03
H -2.88 4.72 1.49  0.02
H -3.45 3.05 1.31  -0.04
H -4.44 6.05 -1.36  0.02
H -3.20 5.93 -2.62  0.00
H -2.77 6.53 -1.01  0.01
H -5.30 3.17 -1.64  0.02
H -4.11 1.86 -1.49  0.04
H -4.09 2.91 -2.91  0.01
H 1.59 4.76 -3.98  0.01
H 1.41 3.60 -5.31  0.03
H 1.91 3.04 -3.71  0.00
H -1.32 5.86 -4.15  0.01
H -2.58 4.71 -4.62  0.01
H -1.17 4.95 -5.66  0.02
H -0.56 1.03 -4.23  0.01
H -0.91 1.94 -5.73  0.02
H -2.17 1.69 -4.49  0.03
H -0.34 7.09 -1.37  0.01
H 0.71 6.40 -2.61  0.00
H 1.42 7.26 -1.23  0.02
H -0.71 5.57 1.49  0.01
H 0.86 6.39 1.51  0.03
H 0.73 4.68 1.95  0.02
H 2.83 4.11 -1.57  0.00
H 2.56 3.47 0.07  0.02
H 3.17 5.12 -0.15  0.03

# C2HF2N3

C2HF2N3 in the gas phase at a distorted geometry (wB97M-V/def2-TZVPD, the Open Molecules 2025 dataset).

Its LUMO energy (spin up / spin down) is 0.564 / -2.793 eV. The spin multiplicity is 3. Its energy above the lowest of the compared OMol25 structures with the same formula, charge and spin is 49.0 kcal per mole. For the HOMO energy (spin up / spin down), the calculation gives -0.3303 / -0.3586 Ha. The calculation puts the orbital gap (spin up / spin down) at 9.55 / 6.97 eV. Its expectation value of S² is 2.0221.

Each line ends with the Löwdin spin population.
Geometry (Å):
C 0.31 -0.88 1.25  0.76
C 0.76 -1.07 0.09  0.19
N 0.29 -0.22 -0.95  0.48
N -0.24 0.84 -1.01  0.25
N -0.92 1.46 -0.23  0.19
F 1.58 -1.97 -0.42  0.03
F -1.47 2.61 -0.79  0.05
H -0.31 -0.76 2.07  0.05

# C4H11NO

3 unconnected molecules or ions with the total composition C4H11NO at a distorted geometry (wB97M-V/def2-TZVPD, the Open Molecules 2025 dataset).

Its LUMO energy is -1.469 eV. The spin multiplicity is 1. Its energy above the lowest of the compared OMol25 structures with the same formula, charge and spin is 134.3 kcal per mole. For the HOMO energy, the calculation gives -0.2867 Ha. The calculation puts the orbital gap at 6.33 eV.

Each line ends with the Löwdin charge.
Geometry (Å):
C 0.34 -1.81 -0.84  -0.14
C 0.45 -0.31 -1.18  -0.04
C 0.66 0.56 -0.08  -0.52
C 1.37 0.16 1.00  0.10
N 0.29 1.92 -0.12  0.08
H 1.34 -2.28 -0.86  0.09
H -0.12 -1.81 0.15  0.07
H -0.23 -2.22 -1.67  0.07
H 0.16 -0.06 -2.19  0.08
H -1.92 -0.21 -0.90  0.11
H 1.64 -0.89 1.05  0.06
H 1.43 0.80 1.87  0.08
H -0.37 2.09 -0.85  0.07
H 0.93 2.58 0.28  0.08
H -2.34 0.94 2.03  0.02
H -1.80 0.31 0.65  -0.07
O -1.82 0.22 1.65  -0.15

# S2

2 unconnected molecules or ions with the total composition S2 at a distorted geometry (wB97M-V/def2-TZVPD, the Open Molecules 2025 dataset).

Its LUMO energy is -5.338 eV. The spin multiplicity is 1. Its energy above the lowest of the compared OMol25 structures with the same formula, charge and spin is 173.4 kcal per mole. For the HOMO energy, the calculation gives -0.3460 Ha. The calculation puts the orbital gap at 4.08 eV.

Each line ends with the Löwdin charge.
Geometry (Å):
S 0.00 0.00 1.80  0.00
S 0.00 0.00 -1.80  0.00

# C24H34CaMnN4O13

A molecular structure, C24H34CaMnN4O13 at a distorted geometry (wB97M-V/def2-TZVPD, the Open Molecules 2025 dataset).

Its LUMO energy (spin up / spin down) is -7.314 / -7.803 eV. The spin multiplicity is 6. For the HOMO energy (spin up / spin down), the calculation gives -0.4327 / -0.4327 Ha. The net charge is +2. The calculation puts the orbital gap (spin up / spin down) at 4.46 / 3.97 eV. Its expectation value of S² is 8.7538.

Each line ends with the Löwdin spin population.
Geometry (Å):
Ca 3.04 1.98 -3.22  0.00
Mn 1.23 3.92 -0.54  4.78
O 2.89 3.27 -1.38  0.07
H 3.74 3.51 -1.01  0.01
N 0.82 0.76 -0.89  0.00
O 0.28 -0.27 -0.51  0.01
O 1.56 0.71 -1.89  0.00
O 0.55 1.84 -0.30  0.05
C -1.15 0.18 2.66  0.00
C -0.44 0.49 3.96  0.00
C 1.10 0.49 3.84  0.00
O 1.49 1.73 4.41  0.00
C 0.42 2.51 4.62  0.00
O 0.48 3.62 5.04  0.00
O -0.71 1.89 4.24  0.00
H -0.91 0.94 1.91  0.00
H -2.24 0.24 2.67  0.00
H -0.87 -0.82 2.32  0.00
H -0.78 -0.10 4.81  0.00
H 1.32 0.41 2.77  0.00
H 1.53 -0.38 4.34  0.00
C -2.54 6.84 3.60  0.00
C -1.88 5.47 3.56  0.00
C -2.82 4.32 3.09  0.00
O -2.26 3.90 1.85  0.00
C -1.19 4.58 1.57  0.01
O -0.43 4.35 0.65  0.04
O -0.91 5.48 2.48  0.00
H -3.22 6.92 2.75  0.00
H -1.76 7.60 3.59  0.00
H -3.08 6.97 4.54  0.00
H -1.40 5.12 4.47  0.00
H -3.85 4.63 2.95  0.00
H -2.78 3.50 3.80  0.00
C -0.83 -2.52 -7.12  0.00
C -0.34 -2.17 -5.72  0.00
C 0.85 -3.01 -5.16  0.00
O 1.78 -2.02 -4.72  0.00
C 1.38 -0.82 -5.07  0.00
O 1.92 0.21 -4.71  0.00
O 0.27 -0.86 -5.78  0.00
H -0.06 -2.15 -7.81  0.00
H -1.79 -2.05 -7.31  0.00
H -0.93 -3.59 -7.28  0.00
H -1.14 -2.07 -4.99  0.00
H 1.30 -3.70 -5.89  0.00
H 0.56 -3.65 -4.33  0.00
N 3.68 -2.49 0.48  0.00
C 3.15 -1.30 0.96  0.00
C 4.20 -0.55 1.41  0.00
C 5.38 -1.34 1.33  0.00
C 5.01 -2.53 0.77  0.00
H 3.12 -3.22 0.09  0.00
H 2.08 -1.18 0.94  0.00
H 4.08 0.40 1.90  0.00
H 6.34 -1.07 1.72  0.00
H 5.55 -3.43 0.53  0.00
N -2.56 -0.82 -0.59  0.00
C -3.43 0.22 -0.51  0.00
C -4.72 -0.27 -0.47  0.00
C -4.59 -1.67 -0.54  0.00
C -3.25 -2.00 -0.62  0.00
H -1.57 -0.65 -0.63  0.00
H -3.03 1.23 -0.45  0.00
H -5.65 0.26 -0.37  0.00
H -5.38 -2.40 -0.43  0.00
H -2.75 -2.95 -0.69  0.00
N 0.62 -3.11 -0.71  0.00
C -0.08 -3.77 0.26  0.00
C 0.16 -5.10 0.10  0.00
C 0.99 -5.29 -1.03  0.00
C 1.24 -4.02 -1.53  0.00
H 0.60 -2.10 -0.85  0.00
H -0.54 -3.22 1.07  0.00
H -0.17 -5.84 0.80  0.00
H 1.40 -6.19 -1.45  0.00
H 1.89 -3.75 -2.35  0.00

- What is the formula in the third record?
  C4H11NO